{"formula": "C6H12", "method": "wB97M-V/def2-TZVPD", "symbols": ["C", "C", "C", "C", "C", "C", "H", "H", "H", "H", "H", "H", "H", "H", "H", "H", "H", "H"], "xyz": [[0.979909, 1.251270, -0.503676], [1.672776, 1.039124, 0.808861], [0.057052, 0.069545, -0.539724], [-0.419522, -0.208367, 0.807483], [-1.041096, 0.106857, -1.586004], [-0.576548, -1.630157, 1.335830], [0.533320, 2.222956, -0.425686], [1.616223, 1.410008, -1.389183], [2.221979, 0.075228, 0.912597], [1.898812, 1.847790, 1.533694], [0.573570, -0.779598, -0.857194], [-1.156482, 0.644155, 1.083594], [-1.556498, 1.060568, -1.622098], [-1.724566, -0.657501, -1.473877], [-0.594291, -0.080010, -2.546637], [-0.119339, -2.267248, 0.557056], [-1.629221, -2.101687, 1.528778], [-0.191976, -1.618956, 2.353532]], "forces_ev_per_a": [[0.8110, 0.5406, 0.3847], [0.1183, -1.4237, 0.8812], [-0.9278, 0.3298, -1.7615], [-1.5348, 2.2020, 1.8183], [1.0311, 1.6563, -0.5634], [-1.6644, 0.2744, -0.3409], [-1.2078, 0.4100, 0.0078], [0.1853, -0.5723, 0.1443], [-0.2421, 0.9990, 0.0627], [-0.1666, -0.6679, -0.6761], [1.7254, -1.4398, -0.3260], [1.1506, -1.6455, 0.2882], [-0.1950, 0.1807, 0.0608], [-1.6572, -1.6660, 0.5727], [0.2016, 0.2214, -0.6819], [0.3242, -0.1507, 1.0463], [1.3058, 1.3696, -0.7587], [0.7424, -0.6178, -0.1585]], "mulliken_charge": [-0.5893, -0.7724, 0.4800, -0.1206, -1.7135, -1.0746, 0.2714, 0.3595, 0.2638, 0.3064, 0.1996, 0.2603, 0.3821, 0.4531, 0.3886, 0.3022, 0.2613, 0.3422], "e_homo_ev": [-7.779, -7.566], "lumo_ev": [0.94, 0.86], "total_charge": 0}



{"formula": "C29H32ClHfIN8O2", "method": "wB97M-V/def2-TZVPD", "symbols": ["Hf", "C", "C", "C", "C", "N", "C", "C", "C", "C", "C", "C", "N", "C", "C", "C", "C", "C", "N", "H", "H", "H", "H", "H", "H", "H", "H", "H", "H", "H", "N", "C", "C", "N", "C", "C", "H", "H", "H", "H", "H", "H", "H", "H", "H", "H", "H", "N", "C", "C", "N", "C", "H", "H", "H", "H", "I", "C", "C", "C", "C", "N", "C", "H", "H", "H", "H", "Cl", "C", "C", "O", "O", "H", "H"], "xyz": [[-0.226461, 0.202687, -0.327077], [-2.189065, 3.410012, 2.321916], [-3.044804, 2.673947, 3.130340], [-3.225447, 1.325163, 2.856273], [-2.523969, 0.744186, 1.812488], [-1.621972, 1.440595, 1.075961], [-1.499812, 2.756555, 1.320028], [-2.759009, -0.645118, 1.363539], [-3.778693, -1.463871, 1.818517], [-3.935964, -2.714611, 1.237151], [-3.094030, -3.108563, 0.204021], [-2.107888, -2.235658, -0.216319], [-1.940535, -1.044008, 0.373693], [-1.116771, -2.502330, -1.329482], [-1.588833, -3.488855, -2.439301], [-0.737348, -3.414968, -3.723664], [-0.118879, -2.090019, -3.993738], [-0.023386, -1.161346, -3.041524], [-0.547380, -1.252050, -1.743303], [-2.069648, 4.476145, 2.459187], [-3.582611, 3.145690, 3.942721], [-3.920913, 0.745512, 3.445828], [-0.840706, 3.308939, 0.660744], [-4.455774, -1.141578, 2.595693], [-4.729250, -3.371089, 1.571260], [-3.238093, -4.077632, -0.255819], [-2.656228, -3.661365, -2.543418], [-1.256229, -3.808261, -4.594623], [0.286527, -1.913742, -4.980224], [0.457626, -0.216323, -3.262640], [3.596769, 1.946779, 3.637252], [3.651038, 2.769422, 2.390494], [2.869804, 2.050053, 1.293107], [1.452899, 1.784438, 1.646673], [1.359524, 1.120562, 2.971298], [2.175819, 1.792936, 4.079690], [4.161890, 2.369414, 4.378787], [3.992476, 1.020137, 3.448061], [4.686071, 2.916431, 2.085959], [3.219667, 3.744350, 2.618691], [3.367349, 1.107525, 1.080633], [2.913746, 2.655588, 0.388647], [1.021197, 2.699635, 1.762101], [1.694139, 0.093077, 2.867706], [0.316271, 1.107808, 3.288010], [2.139922, 1.181019, 4.980202], [1.797522, 2.784308, 4.329374], [-0.730170, -4.602236, -1.901547], [0.203584, -4.524368, -3.080119], [1.434726, -3.942138, -2.452826], [1.252341, -3.473469, -1.284523], [-0.092141, -3.671828, -0.872938], [-1.082157, -5.518968, -1.620689], [0.340568, -5.443437, -3.643244], [2.384824, -3.852770, -2.967198], [-0.191928, -3.997521, 0.159636], [1.874429, 5.402625, -2.348528], [0.442649, 3.897275, -2.595535], [-0.479091, 3.900355, -3.641929], [-1.408640, 2.870460, -3.716620], [-1.395892, 1.868736, -2.767247], [-0.499981, 1.850323, -1.757528], [0.396339, 2.855062, -1.690099], [-0.471981, 4.688769, -4.383994], [-2.138068, 2.845223, -4.514604], [-2.108175, 1.053793, -2.802658], [1.124778, 2.807328, -0.887780], [3.785252, -1.716141, 1.919926], [3.244029, -1.622918, 0.222646], [1.941217, -0.869150, 0.091431], [1.800260, 0.038581, -0.787213], [0.928666, -1.111342, 0.825569], [3.097054, -2.645294, -0.112002], [4.016954, -1.148479, -0.375302]], "forces_ev_per_a": [[-1.3903, 0.9974, 0.5377], [-0.0147, 0.0248, 0.0242], [0.0313, -0.0288, -0.0618], [0.0245, -0.0058, -0.0396], [-0.0742, 0.1529, 0.1156], [-0.3322, -0.1040, 0.2293], [0.0064, 0.0449, -0.0526], [-0.0746, -0.1757, -0.0039], [0.0914, 0.0644, 0.0102], [0.0250, -0.0007, -0.0341], [-0.0126, 0.0170, 0.0717], [-0.0384, -0.0962, -0.1340], [-0.1963, -0.2362, 0.0155], [0.1139, -0.5741, 0.0536], [-0.3815, 0.5984, -0.2215], [0.1591, -0.0660, 0.1167], [0.0225, -0.0385, 0.0642], [-0.0633, -0.1404, -0.2526], [-0.1928, -0.2711, -0.1342], [0.0241, -0.0058, -0.0176], [-0.0242, 0.0032, -0.0167], [0.0108, -0.0113, -0.0061], [0.0095, 0.0011, 0.0129], [0.0030, -0.0004, -0.0029], [0.0038, 0.0005, 0.0115], [0.0145, 0.0310, -0.0488], [0.0210, -0.1048, -0.0033], [-0.0641, -0.0251, 0.0460], [0.0126, 0.1084, 0.0337], [0.0301, -0.0167, -0.0401], [-0.0176, 0.0072, 0.0531], [-0.0641, 0.1061, -0.4402], [-0.1008, 0.0585, 0.2065], [0.1187, 0.1757, 0.1766], [0.1946, 0.2239, 0.0126], [-0.4529, -0.1605, 0.0145], [0.0228, 0.0014, 0.0200], [0.1095, -0.0142, 0.0621], [0.0414, -0.0715, 0.1089], [0.0276, -0.0070, 0.0958], [0.0254, -0.1560, -0.0820], [0.0351, -0.0244, -0.0154], [-0.1079, -0.0133, -0.1143], [-0.0079, -0.1957, -0.0699], [-0.0011, -0.0571, -0.0002], [0.1219, 0.0203, 0.0105], [0.1034, 0.0484, -0.0397], [0.0437, -0.4860, 0.2186], [0.0952, 0.1065, -0.4007], [-0.1185, 0.0920, 0.2567], [0.2065, -0.0283, -0.1631], [-0.2356, 0.4024, -0.0389], [-0.0106, 0.0468, 0.0477], [-0.1007, -0.0501, 0.0718], [-0.0161, -0.0498, -0.0333], [0.0012, -0.1326, -0.0517], [-0.2524, -0.2576, -0.0720], [0.2257, 0.2475, 0.1135], [0.0110, -0.0629, 0.0957], [-0.0167, 0.0022, 0.0078], [-0.1184, 0.0036, 0.0068], [0.1314, 0.6126, -0.6614], [0.1594, 0.1321, -0.0982], [-0.0051, 0.0048, -0.0001], [-0.0137, -0.0092, 0.0139], [0.0170, -0.0149, -0.0188], [-0.0087, -0.0339, 0.0035], [-0.1480, 0.1931, -0.0658], [0.0627, 0.1757, 0.2086], [0.9256, -0.5475, 0.1391], [1.0342, -0.0005, -0.3311], [0.4893, -0.5307, 0.5397], [-0.1192, 0.0363, -0.0613], [-0.0318, 0.0645, 0.0013]], "mulliken_charge": [1.1447, -1.0340, -0.7173, -0.9460, 0.5844, 0.2294, -0.1782, 0.8762, -1.0090, -1.2769, -0.8456, 0.4736, -0.0846, 1.2419, -0.9611, -0.3785, -1.5906, 0.0130, 0.8539, 0.5217, 0.5278, 0.4733, 0.5951, 0.4971, 0.4992, 0.5075, 0.5236, 0.7660, 0.4740, 0.5847, -0.0230, -0.9658, -0.4437, -0.0704, -0.2580, -1.0326, 0.3996, 0.3110, 0.4824, 0.3840, 0.1871, 0.3091, 0.4354, 0.2618, 0.2765, 0.4582, 0.4074, 0.0832, -0.0892, -0.6958, -0.1887, -0.3119, 0.3433, 0.4936, 0.4607, 0.4324, 0.2069, -0.5428, -0.1166, -0.9691, -0.2737, -0.0593, 0.4759, 0.4821, 0.4965, 0.4916, -0.1198, -0.1442, -0.5954, 1.0166, -0.6206, -0.5892, 0.3553, 0.4944], "e_homo_ev": -18.486, "lumo_ev": -11.43, "total_charge": 4}



Sequential energy above the lowest of the compared OMol25 structures with the same formula, charge and spin output: 103.63; 73.95 kcal per mole